{"formula": "C2H3ClO2", "method": "ωB97M-V/def2-TZVPD", "symbols": ["C", "C", "O", "O", "Cl", "H", "H", "H"], "positions_angstrom": [[0.400, -0.362, -0.061], [-1.033, 0.080, 0.053], [0.811, -1.459, 0.055], [1.274, 0.729, -0.230], [2.949, 0.483, 0.006], [-1.558, -0.018, -1.025], [-1.562, -0.613, 0.812], [-1.281, 1.160, 0.391]], "mulliken_charge": [0.71, -0.78, -0.45, -0.29, 0.02, 0.23, 0.27, 0.29], "gap_ev": 10.72, "total_energy_ev": -18738.1414, "smiles": "CC(=O)OCl", "total_charge": 0, "lumo_ev": -0.21, "de_lowest_ev": 1.9093}